(1)
The following is a DFT calculation (ωB97M-V/def2-TZVPD) of a structure of composition C23H48AlN2O29S.

Each line ends with the Löwdin charge.
Geometry (Å):
Al 4.59 -17.56 -11.73  1.418
S 5.81 -15.86 -14.19  0.265
O 5.82 -17.34 -14.11  -0.254
O 5.46 -15.40 -15.52  -0.194
O 4.80 -15.45 -13.18  -0.276
O 7.10 -15.33 -13.76  -0.147
C 6.53 -14.37 -18.06  -0.046
O 6.63 -13.82 -19.36  0.020
C 7.03 -14.62 -20.33  -0.611
O 7.40 -15.76 -20.17  0.108
O 6.89 -13.99 -21.49  0.026
C 7.24 -14.75 -22.65  -0.031
H 5.68 -15.05 -18.03  0.094
H 6.38 -13.57 -17.33  0.074
H 7.52 -14.76 -17.82  0.089
H 6.50 -14.65 -23.43  0.095
H 7.35 -15.81 -22.46  0.089
H 8.19 -14.35 -23.02  0.099
C 7.37 -12.31 -14.63  -0.039
O 7.03 -10.95 -14.79  0.039
C 6.30 -10.40 -13.80  -0.592
O 5.94 -10.96 -12.80  0.103
O 6.12 -9.14 -14.12  0.029
C 5.37 -8.32 -13.21  -0.020
H 6.96 -12.94 -15.42  0.067
H 6.95 -12.73 -13.71  0.061
H 8.45 -12.43 -14.56  0.100
H 5.35 -8.80 -12.24  0.090
H 4.34 -8.29 -13.58  0.098
H 5.72 -7.30 -13.15  0.097
C 8.92 -18.07 -13.38  -0.034
O 9.49 -17.67 -12.15  0.070
C 8.67 -17.43 -11.16  -0.596
O 7.47 -17.65 -11.11  0.032
O 9.37 -16.96 -10.15  0.047
C 8.77 -16.73 -8.90  -0.026
H 9.60 -18.73 -13.91  0.105
H 8.80 -17.15 -13.97  0.072
H 7.95 -18.57 -13.44  0.088
H 8.71 -15.66 -8.67  0.102
H 9.35 -17.19 -8.10  0.105
H 7.78 -17.17 -8.82  0.086
C 1.45 -20.66 -13.48  0.007
O 1.79 -20.23 -14.81  0.047
C 2.72 -19.32 -14.94  -0.602
O 3.41 -18.89 -14.02  0.026
O 2.81 -18.96 -16.19  0.052
C 3.66 -17.92 -16.63  -0.020
H 1.37 -19.77 -12.85  0.062
H 2.20 -21.35 -13.12  0.109
H 0.45 -21.05 -13.56  0.109
H 4.59 -18.31 -17.03  0.098
H 3.98 -17.26 -15.83  0.041
H 3.09 -17.32 -17.34  0.113
C 6.72 -13.73 -11.03  -0.017
O 6.26 -13.54 -9.68  0.038
C 5.95 -14.65 -9.04  -0.635
O 5.64 -15.71 -9.53  0.046
O 5.96 -14.38 -7.74  0.021
C 5.19 -15.26 -6.91  -0.012
H 5.87 -13.74 -11.71  0.058
H 7.38 -14.59 -11.07  0.094
H 7.28 -12.83 -11.29  0.101
H 5.42 -15.06 -5.87  0.100
H 5.45 -16.30 -7.15  0.090
H 4.14 -15.12 -7.13  0.102
C -0.79 -18.41 -11.31  -0.024
O -0.67 -17.59 -12.46  0.033
C 0.51 -17.04 -12.70  -0.612
O 1.51 -17.21 -12.06  0.072
O 0.36 -16.30 -13.80  0.053
C 1.58 -15.78 -14.30  -0.018
H -0.51 -17.88 -10.40  0.103
H -0.10 -19.25 -11.39  0.080
H -1.81 -18.75 -11.15  0.104
H 1.43 -15.35 -15.29  0.113
H 2.31 -16.59 -14.42  0.070
H 2.13 -15.07 -13.67  0.077
C 3.16 -12.56 -12.28  -0.021
O 2.08 -12.98 -11.46  0.007
C 2.25 -14.13 -10.80  -0.599
O 3.18 -14.88 -10.90  0.084
O 1.20 -14.40 -10.04  0.020
C 0.07 -13.55 -9.97  -0.033
H 4.13 -12.54 -11.78  0.078
H 3.06 -11.49 -12.47  0.101
H 3.18 -13.11 -13.22  0.090
H -0.43 -13.46 -10.94  0.101
H 0.35 -12.55 -9.65  0.103
H -0.71 -13.98 -9.35  0.099
C 10.25 -14.90 -15.52  0.040
N 11.33 -14.72 -14.52  -0.448
O 12.08 -15.65 -14.33  0.085
O 11.37 -13.66 -13.93  0.064
H 10.11 -14.21 -16.34  0.104
H 9.40 -14.76 -14.84  0.070
H 10.20 -15.95 -15.80  0.073
C 7.60 -17.90 -17.58  0.047
N 8.74 -18.63 -17.00  -0.433
O 9.88 -18.21 -17.03  0.081
O 8.43 -19.65 -16.40  0.050
H 7.18 -18.46 -18.41  0.114
H 7.97 -16.96 -17.97  0.069
H 6.87 -17.67 -16.81  0.074

Properties
- Relative energy (zero: lowest compared OMol25 entry of this formula, charge and spin): 0.000 eV
- Frontier orbital gap: 3.246 eV
- Total charge: +1



(2)
The following is a DFT calculation (ωB97M-V/def2-TZVPD) of a cluster of 5 separate species, C23H48BrN2O5 in total.

Each line ends with the Löwdin charge.
Geometry (Å):
N 1.56 -2.65 2.90  0.023
C 0.35 -2.18 2.24  -0.210
C -0.47 -3.22 1.44  -0.338
O -1.79 -3.25 1.98  -0.031
C -0.67 -2.88 -0.04  -0.095
C 0.53 -2.79 -0.96  -0.298
N 1.62 -1.82 -0.57  0.113
C 2.90 -2.27 -1.25  -0.074
C 2.50 -3.44 -2.14  -0.193
C 1.35 -4.03 -1.32  -0.699
Br 0.30 -5.31 -2.27  0.824
H 2.40 -2.60 2.33  0.051
H 1.48 -3.62 3.19  0.076
H -0.33 -1.80 3.01  0.126
H 0.60 -1.32 1.62  0.085
H 0.00 -4.21 1.55  0.148
H -1.99 -4.11 2.35  0.104
H -1.23 -1.95 -0.08  0.121
H -1.31 -3.66 -0.47  0.112
H 0.16 -2.41 -1.92  0.156
H 1.32 -0.86 -0.77  0.149
H 1.78 -1.80 0.44  0.122
H 3.54 -2.67 -0.45  0.136
H 3.44 -1.44 -1.71  0.119
H 3.33 -4.12 -2.24  0.121
H 2.15 -3.08 -3.11  0.126
H 1.76 -4.50 -0.42  0.111
C -4.07 -0.82 2.46  -0.175
C -4.04 0.51 3.22  -0.173
C -5.47 0.61 3.72  -0.203
O -5.91 -0.74 3.93  -0.134
C -4.99 -1.65 3.35  -0.206
H -3.09 -1.28 2.33  0.078
H -4.52 -0.68 1.47  0.116
H -3.35 0.45 4.06  0.113
H -3.75 1.36 2.60  0.102
H -6.12 1.08 2.98  0.118
H -5.57 1.16 4.66  0.118
H -4.42 -2.15 4.14  0.118
H -5.55 -2.41 2.80  0.118
C -1.47 2.13 -1.06  -0.151
C -0.61 2.71 0.07  -0.148
C -0.24 1.45 0.84  -0.167
O -0.17 0.39 -0.14  -0.217
C -0.75 0.83 -1.38  -0.190
H -1.55 2.79 -1.92  0.120
H -2.48 1.93 -0.70  0.121
H 0.28 3.19 -0.34  0.123
H -1.14 3.44 0.68  0.098
H -1.00 1.19 1.58  0.118
H 0.73 1.52 1.35  0.122
H 0.05 0.99 -2.12  0.121
H -1.42 0.06 -1.75  0.119
C -3.72 7.07 -0.04  -0.164
C -2.85 7.65 1.08  -0.164
C -2.47 6.39 1.85  -0.195
O -2.40 5.34 0.88  -0.177
C -2.98 5.77 -0.35  -0.209
H -3.80 7.72 -0.91  0.114
H -4.72 6.86 0.33  0.116
H -1.96 8.13 0.66  0.115
H -3.37 8.38 1.70  0.114
H -3.22 6.14 2.60  0.119
H -1.50 6.47 2.35  0.118
H -2.19 5.94 -1.09  0.118
H -3.65 4.99 -0.72  0.116
C 7.25 -2.70 -4.11  -0.159
C 7.18 -1.30 -3.50  -0.160
C 5.71 -0.96 -3.68  -0.199
O 5.00 -2.20 -3.58  -0.181
C 5.93 -3.30 -3.65  -0.203
H 8.10 -3.28 -3.78  0.117
H 7.28 -2.64 -5.20  0.119
H 7.45 -1.33 -2.45  0.115
H 7.84 -0.58 -4.00  0.117
H 5.51 -0.52 -4.66  0.122
H 5.33 -0.28 -2.91  0.109
H 6.02 -3.75 -2.66  0.115
H 5.53 -4.04 -4.34  0.121

Properties
- Frontier orbital gap: 8.446 eV
- Total charge: +1



(3)
The following is a DFT calculation (ωB97M-V/def2-TZVPD) of a structure of composition C23H48F6IrN11O4S2.

Each line ends with the Löwdin charge.
Geometry (Å):
Ir 0.30 0.23 0.49  1.508
C 4.14 -2.32 2.37  -0.038
N 4.12 -1.87 1.00  -0.126
C 5.34 -2.23 0.29  -0.017
C 3.16 -1.15 0.36  -0.361
N 2.43 -0.18 0.89  -0.022
C 2.87 0.50 2.10  -0.171
C 1.69 1.15 2.85  -0.148
N 0.39 0.49 2.58  -0.296
C 0.36 -0.90 3.10  -0.151
C -0.90 -1.61 2.59  -0.179
N -1.04 -1.42 1.15  -0.023
C -1.75 -2.30 0.45  -0.349
N -2.34 -1.98 -0.71  -0.094
C -2.73 -2.97 -1.69  -0.012
C -2.58 -0.63 -1.14  -0.034
N -1.99 -3.56 0.94  -0.174
C -3.32 -4.12 0.98  -0.035
C -0.94 -4.45 1.36  -0.042
C -0.69 1.28 3.22  -0.133
C -1.79 1.59 2.21  -0.214
N -1.12 2.16 1.06  0.008
C -1.62 3.23 0.49  -0.375
N -0.82 4.15 -0.11  -0.148
C 0.55 4.24 0.16  -0.034
C -1.26 4.93 -1.25  -0.012
N -2.94 3.57 0.57  -0.152
C -3.38 4.92 0.89  -0.030
C -4.01 2.60 0.50  -0.033
N 2.97 -1.49 -0.95  -0.174
C 2.92 -2.87 -1.37  -0.022
C 3.19 -0.54 -2.01  -0.047
H 4.50 -3.35 2.37  0.107
H 4.83 -1.74 2.98  0.105
H 3.15 -2.31 2.81  0.080
H 6.20 -1.80 0.81  0.110
H 5.47 -3.31 0.25  0.106
H 5.34 -1.84 -0.73  0.091
H 3.41 -0.16 2.78  0.092
H 3.56 1.30 1.81  0.139
H 1.90 1.16 3.92  0.148
H 1.58 2.18 2.51  0.108
H 1.23 -1.44 2.72  0.097
H 0.39 -0.90 4.19  0.149
H -0.83 -2.66 2.89  0.107
H -1.79 -1.20 3.08  0.126
H -2.41 -3.96 -1.39  0.099
H -3.80 -2.94 -1.85  0.112
H -2.22 -2.72 -2.62  0.069
H -2.22 0.09 -0.40  0.040
H -2.07 -0.43 -2.09  0.055
H -3.65 -0.50 -1.31  0.118
H -4.05 -3.39 0.63  0.099
H -3.40 -5.02 0.37  0.100
H -3.57 -4.38 2.01  0.104
H 0.04 -3.99 1.23  0.091
H -1.07 -4.76 2.40  0.099
H -0.97 -5.35 0.74  0.105
H -1.10 0.76 4.08  0.135
H -0.28 2.23 3.57  0.134
H -2.33 0.67 1.94  0.093
H -2.50 2.28 2.68  0.134
H 0.85 3.56 0.95  0.076
H 1.15 3.96 -0.82  0.062
H 0.85 5.27 0.37  0.119
H -2.29 4.71 -1.50  0.099
H -1.14 6.00 -1.06  0.110
H -0.64 4.66 -2.11  0.092
H -2.53 5.57 1.07  0.099
H -3.99 5.33 0.08  0.101
H -3.99 4.88 1.79  0.103
H -3.62 1.65 0.15  0.068
H -4.51 2.47 1.46  0.101
H -4.75 2.96 -0.22  0.108
H 2.90 -3.53 -0.50  0.099
H 2.00 -3.01 -1.94  0.097
H 3.76 -3.13 -2.01  0.104
H 3.09 0.47 -1.61  0.064
H 4.20 -0.66 -2.41  0.112
H 2.49 -0.69 -2.83  0.050
F 2.92 4.56 -2.40  0.162
C 2.03 3.61 -2.14  -0.439
F 1.39 3.26 -3.26  0.104
F 2.69 2.51 -1.68  0.073
S 0.26 0.85 -2.40  0.770
O 0.38 -0.33 -1.46  -0.555
O -0.28 1.94 -1.59  -0.384
N -0.80 0.38 -3.52  -0.281
S -0.17 -0.93 -4.19  0.601
O 1.22 -0.70 -4.45  -0.286
O -0.49 -2.13 -3.47  -0.278
C -1.17 -1.08 -5.76  -0.669
F -2.45 -0.99 -5.41  0.143
F -0.90 -0.14 -6.64  0.180
F -0.97 -2.27 -6.30  0.174

Properties
- Spin multiplicity: 5
- Frontier orbital gap (alpha / beta): 7.331 / 6.319 eV
- Total charge: +2



Which of these has the highest total charge?
C23H48F6IrN11O4S2